Entry 1:
Entry from the OMol25 dataset: an isolated molecule of C4H5ClS2 at a distorted geometry (ωB97M-V with the def2-TZVPD basis set).

XYZ file:
```
12
Properties=species:S:1:pos:R:3:forces:R:3
S -2.446387 1.293185 -1.607281 -0.10 -0.04 0.01
H 0.195579 0.741135 1.856851 0.34 -0.36 0.06
C 0.299590 -0.993394 0.572166 0.80 0.49 0.83
Cl 2.438218 0.499570 1.209034 0.81 0.52 -0.22
C 0.861175 -0.115177 1.653512 -0.33 -0.70 1.35
H 0.750012 -2.630762 1.736960 -0.50 -0.27 0.14
H 1.022579 -0.757287 2.605914 -0.53 1.29 -1.55
C -1.578322 0.359138 -0.625910 -0.48 0.17 0.71
S -0.062422 -0.348650 -1.022965 -0.17 0.03 0.06
H -0.284279 -2.937142 0.179573 0.37 -0.32 0.04
C 0.234423 -2.269465 0.856179 -0.29 -1.12 -0.54
H -1.893866 0.092188 0.415372 0.08 0.31 -0.88
```
Forces are in eV/Å.

Electronic energy ... -1411.926973 a.u.
LUMO level ... -0.35 eV
SMILES string ... C=C(CCl)SC=S
Relative energy (zero: lowest compared OMol25 entry of this formula, charge and spin) ... 0.997 eV
Kohn-Sham gap ... 8.55 eV
2S+1 ... 1
HOMO level ... -0.327 Ha
Maximum force ... 2.1 eV Å⁻¹

Entry 2:
Entry from the OMol25 dataset: a structure of composition C4H5CsO at a distorted geometry (ωB97M-V with the def2-TZVPD basis set).

XYZ file:
```
11
Properties=species:S:1:pos:R:3:forces:R:3
H -2.845480 -0.506953 -0.702406 0.15 0.42 -0.06
C -0.571189 0.279720 -0.512184 0.42 0.84 0.49
C 0.700140 -0.649799 0.441315 -1.65 -0.58 0.59
H -1.429876 1.843704 1.065897 -0.33 -0.67 0.29
H -0.186602 -1.490354 0.581266 2.40 0.47 -1.48
Cs 5.422583 -0.351209 -0.894118 -0.39 -0.04 0.08
H 0.640659 -0.298894 1.490810 0.30 0.80 -0.22
C -1.991558 0.090498 -0.397378 0.12 -0.29 2.03
H -0.124688 0.743815 -1.399205 0.36 -0.35 0.43
C -1.441264 0.921703 0.490569 -0.27 0.30 -2.40
O 1.827275 -0.582231 -0.164570 -1.11 -0.89 0.25
```
Forces are in eV/Å.

Charge ... +1
Electronic energy ... -250.380333 a.u.
LUMO level (alpha / beta) ... -3.56 / -4.16 eV
Expectation value of S² ... 0.76
Relative energy (zero: lowest compared OMol25 entry of this formula, charge and spin) ... 2.289 eV
Kohn-Sham gap (alpha / beta) ... 7.63 / 7.78 eV
2S+1 ... 2
HOMO level (alpha / beta) ... -0.411 / -0.439 Ha
Maximum force ... 2.9 eV Å⁻¹

Entry 3:
Entry from the OMol25 dataset: a structure of composition C4H5DyO2 at a distorted geometry (ωB97M-V with the def2-TZVPD basis set).

XYZ file:
```
12
Properties=species:S:1:pos:R:3:forces:R:3
C -0.490258 0.116371 -0.518659 1.19 -1.49 1.37
O 2.654288 0.141386 -0.570463 1.17 0.66 0.07
C 0.490930 -0.548011 0.154571 -3.31 0.47 -3.45
C 1.859525 -0.470104 0.238653 3.08 -0.19 0.65
H 2.310712 -0.839816 1.174904 -0.11 -0.57 -0.54
H -1.853614 -0.216081 1.144277 0.37 0.17 -0.35
H -3.257119 1.489907 0.363698 -0.16 -0.03 0.01
O -2.335559 1.500466 0.090664 0.71 -0.43 -0.46
H -2.501583 -0.508065 -0.458005 0.41 0.07 -0.22
C -1.834399 0.171906 0.107469 -2.10 0.80 0.85
Dy 5.066925 0.635684 -1.229905 -2.10 -0.33 0.54
H -0.109845 -1.473646 -0.497205 0.85 0.87 1.54
```
Forces are in eV/Å.

Charge ... +2
Electronic energy ... -1190.058028 a.u.
LUMO level (alpha / beta) ... -8.99 / -10.00 eV
Expectation value of S² ... 9.78
Relative energy (zero: lowest compared OMol25 entry of this formula, charge and spin) ... 1.202 eV
Kohn-Sham gap (alpha / beta) ... 7.20 / 4.70 eV
2S+1 ... 6
HOMO level (alpha / beta) ... -0.595 / -0.540 Ha
Maximum force ... 4.8 eV Å⁻¹

Entry 4:
Entry from the OMol25 dataset: a structure of composition C4H5ErLiO3 at a distorted geometry (ωB97M-V with the def2-TZVPD basis set).

XYZ file:
```
14
Properties=species:S:1:pos:R:3:forces:R:3
C 1.425957 -0.500931 -0.811154 1.54 0.78 2.37
O 0.172994 -0.779386 -1.267469 -1.30 -0.08 -0.73
C 2.307656 -1.345611 -0.255347 -0.69 -0.16 -0.81
C -0.043334 0.236249 0.069801 2.15 0.74 -0.59
C -2.274018 0.845784 0.636221 0.05 0.67 0.85
H -2.186815 1.736094 0.003968 -0.02 -0.36 -0.04
H 2.288571 -2.412541 -0.496784 0.20 0.00 0.32
Er 2.788233 2.430321 -0.540733 -0.73 -0.94 0.11
Li -1.292980 -1.894617 -0.806252 0.33 0.37 -0.07
H -3.247562 0.362924 0.523677 0.24 0.19 0.14
O 0.374844 1.248166 0.598586 -0.84 0.61 -0.64
H -2.062742 1.149227 1.667346 -0.36 -0.09 -0.19
H 3.057960 -0.925328 0.415401 0.06 -0.33 -0.38
O -1.308768 -0.150351 0.262740 -0.64 -1.39 -0.34
```
Forces are in eV/Å.

Charge ... +1
Electronic energy ... -1403.211064 a.u.
LUMO level (alpha / beta) ... -3.59 / -3.76 eV
Expectation value of S² ... 3.75
Kohn-Sham gap (alpha / beta) ... 5.52 / 6.28 eV
2S+1 ... 4
HOMO level (alpha / beta) ... -0.335 / -0.369 Ha
Maximum force ... 2.9 eV Å⁻¹

Entry 5:
Entry from the OMol25 dataset: a cluster of 2 separate species, C4H5F in total at a distorted geometry (ωB97M-V with the def2-TZVPD basis set).

XYZ file:
```
10
Properties=species:S:1:pos:R:3:forces:R:3
C -1.168389 -1.585424 -0.669969 -0.28 -0.16 -0.01
H -1.272920 -2.643769 -0.488330 0.18 -0.13 0.23
C 0.554085 0.141308 0.317296 0.76 0.93 0.28
H -1.895653 -1.149602 -1.340595 0.15 0.40 -0.17
C 0.700315 0.613626 1.565599 -0.32 -0.39 -0.35
C -0.276034 -0.905124 -0.043460 -0.32 -2.60 1.38
H 1.134051 0.561226 -0.498705 0.05 0.05 0.03
H 0.195311 0.143403 2.391866 -0.11 -0.15 0.11
F 0.203592 -2.625189 1.410677 -0.31 1.93 -1.45
H 1.344907 1.447991 1.776055 0.20 0.12 -0.05
```
Forces are in eV/Å.

Electronic energy ... -255.106705 a.u.
LUMO level (alpha / beta) ... -1.65 / -1.65 eV
Relative energy (zero: lowest compared OMol25 entry of this formula, charge and spin) ... 3.410 eV
Kohn-Sham gap (alpha / beta) ... 8.09 / 8.09 eV
2S+1 ... 1
HOMO level (alpha / beta) ... -0.358 / -0.358 Ha
Maximum force ... 3.0 eV Å⁻¹

Entry 6:
Entry from the OMol25 dataset: a cluster of 2 separate species, C4H5F in total at a distorted geometry (ωB97M-V with the def2-TZVPD basis set).

XYZ file:
```
10
Properties=species:S:1:pos:R:3:forces:R:3
C -1.491151 -0.552791 0.298522 2.65 -1.75 0.81
H -2.474780 -0.224464 0.356174 -1.86 0.69 0.72
C 2.847554 0.067261 0.040813 2.70 0.17 0.90
C 1.719879 0.118320 -0.293835 -6.28 0.05 -0.90
H -0.501257 0.662452 -1.490621 -0.82 -1.25 1.26
H 3.827389 0.183960 0.392063 0.73 -0.15 0.09
H -1.482068 -1.428567 -0.288722 -0.15 -1.05 -1.06
F -0.728418 1.673948 0.153916 -0.35 -0.90 0.20
C -0.725396 0.452780 -0.403022 4.24 2.92 -1.33
H -0.991755 -0.952895 1.234710 -0.85 1.27 -0.68
```
Forces are in eV/Å.

Electronic energy ... -255.052181 a.u.
LUMO level ... -0.70 eV
Relative energy (zero: lowest compared OMol25 entry of this formula, charge and spin) ... 4.893 eV
Kohn-Sham gap ... 8.70 eV
2S+1 ... 1
HOMO level ... -0.345 Ha
Maximum force ... 6.3 eV Å⁻¹

Entry 7:
Entry from the OMol25 dataset: an isolated molecule of C4H5F2N3O at a distorted geometry (ωB97M-V with the def2-TZVPD basis set).

XYZ file:
```
15
Properties=species:S:1:pos:R:3:forces:R:3
H -0.076641 -1.602227 -2.079658 -1.20 -0.78 -1.21
C 0.920719 1.314368 -1.022199 -2.12 -0.74 -1.15
C -0.634179 0.107362 0.509444 1.35 -2.42 -2.59
N 0.787540 0.231507 -1.901244 2.47 2.36 0.24
O 1.658722 2.214468 -1.322660 0.06 0.82 0.76
H -0.943991 0.967784 2.293656 0.17 -1.16 -0.02
H 1.345773 -1.221782 0.494092 0.19 -0.09 0.35
N -0.851523 0.058341 1.819884 -1.30 2.19 1.57
C 0.424674 -0.920354 -1.472075 -0.78 -3.96 1.47
F -1.820902 0.049940 -0.269490 0.18 -0.47 0.31
H -0.633019 -0.743090 2.317565 0.22 -1.36 1.12
H -0.395170 2.111381 0.271400 0.01 0.47 0.37
F -0.259328 -2.474199 0.307072 0.88 0.90 -0.86
N 0.057027 1.232106 0.109633 2.21 1.46 -1.03
C 0.420299 -1.325605 -0.055422 -2.36 2.77 0.68
```
Forces are in eV/Å.

Electronic energy ... -594.487253 a.u.
LUMO level (alpha / beta) ... 0.73 / -3.49 eV
Expectation value of S² ... 2.02
Kohn-Sham gap (alpha / beta) ... 7.35 / 6.84 eV
2S+1 ... 3
HOMO level (alpha / beta) ... -0.243 / -0.379 Ha
Maximum force ... 4.3 eV Å⁻¹

Entry 8:
Entry from the OMol25 dataset: a cluster of 2 separate species, C4H5F3 in total at a distorted geometry (ωB97M-V with the def2-TZVPD basis set).

XYZ file:
```
12
Properties=species:S:1:pos:R:3:forces:R:3
C 2.179384 0.227366 -0.883852 0.39 -1.51 2.64
F -0.946229 0.453287 -1.464113 -0.69 -1.56 1.87
H -1.421840 -1.344723 -0.494239 0.56 -0.90 -0.88
C 1.400817 -0.377359 0.008500 -4.19 -0.05 -0.35
H -2.803762 -0.056146 0.848470 1.86 0.28 0.14
H 1.983719 0.650139 -1.808948 -1.11 0.53 -1.39
C -1.673503 0.228284 0.880994 -1.44 1.05 -0.34
F 3.497846 0.277904 -0.624522 0.86 0.15 0.15
H -1.665616 1.354006 0.809046 0.33 -1.19 0.30
H -1.232884 -0.137380 1.826529 -0.24 0.24 -0.51
C -1.005896 -0.381735 -0.312416 3.24 2.44 -0.54
F 1.687963 -0.893641 1.214551 0.43 0.51 -1.10
```
Forces are in eV/Å.

Electronic energy ... -454.831262 a.u.
LUMO level (alpha / beta) ... -0.11 / -0.10 eV
Relative energy (zero: lowest compared OMol25 entry of this formula, charge and spin) ... 4.041 eV
Kohn-Sham gap (alpha / beta) ... 9.40 / 9.40 eV
2S+1 ... 1
HOMO level (alpha / beta) ... -0.349 / -0.349 Ha
Maximum force ... 4.2 eV Å⁻¹